Here is 8 unconnected molecules or ions with the total composition C33H34BF4O19 from the Open Molecules 2025 dataset. Energies are from ωB97M-V/def2-TZVPD.

Summary:
gap between HOMO and LUMO = 6.29 eV
E_LUMO = -0.42 eV
net charge = -1
ΔE to the lowest compared entry with this formula, charge and spin = 1.528 eV

Atoms and positions in Å:
1 B 0.4713 -0.0894 0.1195
2 F 1.7958 -0.4435 0.2617
3 F -0.3073 -0.8164 1.0012
4 F 0.4145 1.2333 0.3995
5 F 0.1406 -0.3426 -1.1058
6 C 4.3071 -5.5237 2.1746
7 C 3.2053 -5.5386 3.2146
8 C 2.2412 -4.5099 3.1514
9 O 1.3020 -4.5587 3.9041
10 C 2.2530 -3.5147 2.0006
11 C 3.3891 -3.5102 0.9928
12 C 4.4254 -4.5903 1.0846
13 O 5.3215 -4.6558 0.3183
14 O 3.5478 -2.6468 -0.0049
15 O 3.1426 -6.4919 4.2583
16 H 4.9863 -6.3557 2.4473
17 H 1.4906 -2.9264 2.0330
18 H 2.8173 -1.9840 -0.1116
19 H 2.1806 -6.3241 4.5744
20 C -6.1102 -1.9767 1.2507
21 C -4.6049 -1.8716 1.0847
22 C -3.7763 -3.0775 1.0480
23 O -2.5089 -3.0136 0.9729
24 C -4.3809 -4.4184 1.1639
25 C -5.8933 -4.5267 1.5351
26 C -6.7573 -3.3038 1.3601
27 O -7.9261 -3.4366 1.4943
28 O -6.5055 -5.7170 1.7388
29 O -4.0206 -0.6761 1.0147
30 H -6.5822 -1.0515 1.3112
31 H -3.8220 -5.5092 1.2925
32 H -7.4489 -5.6420 1.6172
33 H -2.9621 -0.6635 1.0448
34 C 1.2823 1.9887 -7.7516
35 C -0.1022 2.5712 -7.9323
36 C -1.1128 2.4630 -6.7742
37 O -2.2941 2.6943 -6.9686
38 C -0.5662 1.7357 -5.6256
39 C 0.8091 1.1561 -5.4832
40 C 1.7584 1.3253 -6.5536
41 O 2.9795 1.0209 -6.4098
42 O 1.1965 0.4321 -4.3475
43 O -0.5966 3.2591 -8.9970
44 H 2.0838 2.0370 -8.4409
45 H -1.1407 1.5458 -4.9968
46 H 0.4595 0.1663 -3.8556
47 H -1.6119 2.8997 -9.0703
48 C -3.7861 5.6316 -2.9494
49 C -4.4400 4.3398 -3.4763
50 C -4.1349 3.1231 -2.8255
51 O -4.7359 2.1288 -3.1475
52 C -3.0958 3.1113 -1.7851
53 C -2.4422 4.3056 -1.3176
54 C -2.8326 5.6448 -1.7473
55 O -2.2616 6.6608 -1.4663
56 O -1.3194 4.2614 -0.4781
57 O -5.3080 4.3403 -4.5465
58 H -4.2539 6.3656 -3.4673
59 H -3.0417 2.1096 -1.4321
60 H -1.3911 3.3904 -0.2465
61 H -5.5454 3.5360 -4.3724
62 C 3.4704 -0.5155 3.6620
63 C 4.5263 -1.4694 4.1147
64 O 4.0952 -2.3966 4.9182
65 C 5.7598 -1.5053 3.3829
66 H 2.5108 -0.7495 4.2762
67 H 3.3905 -0.6657 2.6221
68 H 3.8461 0.5255 3.9630
69 H 6.6203 -2.0971 3.7727
70 H 6.2825 -0.4361 3.1830
71 H 5.5860 -1.9420 2.4976
72 C 3.0934 3.3587 -0.1729
73 C 3.1453 4.0576 -1.4948
74 O 3.6580 3.5662 -2.4967
75 C 2.5868 5.4373 -1.4992
76 H 2.3533 2.5225 -0.2327
77 H 3.0407 4.0827 0.4303
78 H 4.1404 2.7493 0.0044
79 H 2.0445 5.7462 -2.5677
80 H 3.3366 6.1973 -1.1606
81 H 1.9272 5.8032 -0.7332
82 C 0.0510 0.0629 6.0878
83 C -0.9944 -0.8119 5.3634
84 O -2.0747 -0.8233 5.7155
85 C -0.5177 -1.5425 4.1070
86 H -0.3359 0.6558 6.9626
87 H 0.6151 0.5353 5.2630
88 H 0.6972 -0.5702 6.6683
89 H -1.4371 -2.0068 3.5132
90 H -0.0592 -2.5081 4.2736
91 H 0.2603 -1.0316 3.3986

Here is a molecular structure, C15H29OY from the Open Molecules 2025 dataset. Energies are from ωB97M-V/def2-TZVPD.

Summary:
gap between HOMO and LUMO (alpha / beta) = 5.32 / 5.32 eV
E_LUMO (alpha / beta) = -9.53 / -9.53 eV
net charge = +2
ΔE to the lowest compared entry with this formula, charge and spin = 2.046 eV

Atoms and positions in Å:
1 C 1.5081 1.9561 -0.7556
2 H 2.4484 2.5214 -0.6256
3 H 1.5903 1.2346 -1.5904
4 H 1.7700 1.0451 0.6654
5 C 0.3048 2.9111 -0.8064
6 H -0.6161 2.3669 -1.1638
7 H 0.0728 3.2866 0.2254
8 C 0.6007 4.0856 -1.7413
9 H -0.2642 4.7358 -1.7929
10 H 1.4655 4.6430 -1.3656
11 H 0.8350 3.7003 -2.7371
12 C -0.8563 -1.7732 0.0746
13 C -1.5112 -1.0016 -0.9298
14 C -0.5342 -0.6308 -1.9087
15 C 0.7318 -1.1602 -1.4884
16 C 0.5374 -1.8312 -0.2404
17 C 1.5576 -2.6111 0.5053
18 C 1.9771 -1.1802 -2.3025
19 C -0.7953 0.0535 -3.2016
20 C -2.9688 -0.7302 -0.9918
21 C -1.5303 -2.5152 1.1660
22 Y 0.1036 0.7111 0.1898
23 H 2.8364 -1.4949 -1.7010
24 H 1.8786 -1.8929 -3.1377
25 H 2.2099 -0.2042 -2.7451
26 H 2.5752 -2.3166 0.2181
27 H 1.4590 -2.4697 1.5920
28 H 1.4574 -3.6906 0.3035
29 H -2.3753 -1.9472 1.5777
30 H -1.9297 -3.4801 0.8119
31 H -0.8414 -2.7340 1.9916
32 H -3.1891 0.1477 -1.6135
33 H -3.5251 -1.5811 -1.4164
34 H -3.3825 -0.5401 0.0089
35 H -0.0166 0.7920 -3.4453
36 H -0.8218 -0.6707 -4.0327
37 H -1.7611 0.5742 -3.1917
38 C -0.2071 0.4950 4.7862
39 C -0.4026 -0.2725 3.4942
40 O 0.4074 0.3349 2.4379
41 H 0.8139 0.3879 5.1657
42 H -0.8849 0.0923 5.5431
43 H -0.4414 1.5578 4.6597
44 H -0.0799 -1.3129 3.5522
45 H -1.4225 -0.2474 3.1177
46 H 1.2166 0.6557 2.8386

Here is 2 unconnected molecules or ions with the total composition C8H12O2S from the Open Molecules 2025 dataset. Energies are from ωB97M-V/def2-TZVPD.

Summary:
gap between HOMO and LUMO = 9.58 eV
E_LUMO = 0.71 eV
ΔE to the lowest compared entry with this formula, charge and spin = 4.499 eV

Atoms and positions in Å:
1 C -1.0250 -1.0737 -0.2322
2 C -1.6372 -1.8003 -0.9435
3 C 2.1122 0.9306 0.1072
4 C -0.2291 1.4323 0.7942
5 C 1.9896 -0.5436 0.5137
6 C 0.7710 1.3951 -0.3746
7 C -0.2710 0.0536 1.3864
8 C -2.3819 -2.5082 -1.9845
9 O 0.8973 -0.5730 1.5111
10 O 0.9643 2.6382 -0.9038
11 S -1.2771 -0.2905 2.8734
12 H 2.3022 1.5716 0.8992
13 H 2.8937 0.9243 -0.5944
14 H -0.0144 2.0791 1.5985
15 H -1.1831 1.7456 0.6103
16 H 1.4971 -1.2172 -0.3017
17 H 2.9233 -1.0355 0.8474
18 H 0.4198 0.9135 -1.2452
19 H -2.5355 -1.8273 -2.6940
20 H -3.1888 -2.8609 -1.5390
21 H -1.8064 -3.3026 -2.2587
22 H 1.3056 3.3101 -0.3699
23 H -2.5266 0.0389 2.3000

Here is 4 unconnected molecules or ions with the total composition C22H32FNO8 from the Open Molecules 2025 dataset. Energies are from ωB97M-V/def2-TZVPD.

Summary:
gap between HOMO and LUMO = 8.62 eV
SMILES string = O=C1c2ccccc2C(=O)N1CCF.CCOC(C)=O.CCOC(C)=O.CCOC(C)=O
E_LUMO = -0.32 eV

Atoms and positions in Å:
1 O 0.7210 -0.9710 1.0140
2 C 0.2672 -0.7294 -0.1217
3 C -1.0904 0.0192 -0.4887
4 C -1.8823 1.1478 0.1968
5 C -3.2124 1.5807 -0.5229
6 C -3.6806 0.8698 -1.8477
7 C -2.8375 -0.2618 -2.5419
8 C -1.5386 -0.6659 -1.8177
9 C -0.3907 -1.7172 -2.1545
10 O -0.3882 -2.7835 -2.8018
11 N 0.7774 -1.0939 -1.4690
12 C 1.3185 0.1611 -2.0719
13 C 2.7312 -0.0474 -2.8419
14 F 2.4949 0.2039 -4.2523
15 H -1.4888 1.6291 1.1454
16 H -3.8488 2.4270 -0.0740
17 H -4.6695 1.1999 -2.3075
18 H -3.1338 -0.7700 -3.5124
19 H 1.4625 0.9063 -1.1981
20 H 0.6255 0.6805 -2.8161
21 H 3.5023 0.6966 -2.4566
22 H 3.0163 -1.1429 -2.6942
23 C 2.8055 -4.7421 -1.7707
24 C 1.8221 -5.2116 -2.8229
25 O 2.5069 -5.6441 -4.0110
26 C 3.0178 -6.8758 -4.1858
27 C 3.1317 -7.7942 -3.0020
28 O 3.4447 -7.2068 -5.2699
29 H 3.4716 -5.5475 -1.4533
30 H 2.2784 -4.3637 -0.8920
31 H 3.4404 -3.9469 -2.1702
32 H 1.1474 -5.9881 -2.4539
33 H 1.1904 -4.3715 -3.1221
34 H 4.1349 -7.7094 -2.5789
35 H 2.9703 -8.8190 -3.3433
36 H 2.3918 -7.6095 -2.2264
37 C -5.1025 0.5219 5.3113
38 C -3.8173 0.4176 4.5161
39 O -3.6828 1.5208 3.6061
40 C -3.1762 2.7250 3.9364
41 C -2.9737 3.0575 5.3873
42 O -2.9564 3.5538 3.0740
43 H -5.1211 1.4209 5.9308
44 H -5.2254 -0.3474 5.9610
45 H -5.9624 0.5839 4.6395
46 H -2.9339 0.3239 5.1521
47 H -3.8495 -0.4840 3.8992
48 H -3.8465 3.6016 5.7547
49 H -2.0897 3.6926 5.4757
50 H -2.7918 2.1905 6.0182
51 C 3.0829 4.4947 1.7460
52 C 3.0271 3.7705 0.4168
53 O 1.7560 3.1265 0.2331
54 C 0.6577 3.7372 -0.2506
55 C 0.6452 5.2342 -0.3698
56 O -0.3287 3.0852 -0.5151
57 H 2.3368 5.2899 1.8029
58 H 4.0697 4.9354 1.9036
59 H 2.8706 3.8037 2.5657
60 H 3.2627 4.4212 -0.4287
61 H 3.7758 2.9742 0.4105
62 H 0.1835 5.6600 0.5238
63 H 0.0522 5.5056 -1.2457
64 H 1.6288 5.6742 -0.5175

Here is 3 unconnected molecules or ions with the total composition CH6NO4 from the Open Molecules 2025 dataset. Energies are from ωB97M-V/def2-TZVPD.

Summary:
gap between HOMO and LUMO = 8.87 eV
E_LUMO = 4.08 eV
net charge = -1
ΔE to the lowest compared entry with this formula, charge and spin = 0.188 eV

Atoms and positions in Å:
1 N 2.3302 0.2128 0.3517
2 C 1.0413 -0.1723 -0.1052
3 O 0.2331 0.7709 -0.2886
4 O 0.8417 -1.3894 -0.2194
5 H 2.7629 1.1001 0.1253
6 H 2.9007 -0.5430 0.7041
7 H -2.1391 -1.5990 0.5957
8 H -0.7065 -2.0932 0.3807
9 O -1.5905 -2.3697 0.7193
10 H -1.3630 1.4867 -0.4942
11 H -2.1490 2.5184 -1.3229
12 O -2.1617 2.0778 -0.4464

Here is a single C18H18F2N2O molecule from the Open Molecules 2025 dataset. Energies are from ωB97M-V/def2-TZVPD.

Summary:
gap between HOMO and LUMO = 8.32 eV
SMILES string = CC(C)[C@@H](O)Cn1ccc2ncc(-c3cc(F)cc(F)c3)cc21
E_LUMO = -0.04 eV
ΔE to the lowest compared entry with this formula, charge and spin = 2.808 eV

Atoms and positions in Å:
1 C 1.2066 3.5693 3.3908
2 C 0.6383 2.1333 3.0059
3 C 0.7323 1.1998 4.2016
4 C 1.5634 1.5545 1.8289
5 O 1.3364 0.1464 1.7879
6 C 1.1458 2.1070 0.4078
7 N -0.2952 1.8772 0.0619
8 C -1.4168 2.7287 0.3990
9 C -2.5541 2.0309 0.0675
10 C -2.1912 0.8083 -0.4662
11 N -2.9484 -0.2523 -0.8099
12 C -2.3542 -1.3236 -1.4293
13 C -0.9587 -1.3938 -1.7641
14 C -0.4369 -2.7028 -2.4328
15 C 0.8964 -3.1507 -2.3020
16 C 1.4265 -4.1302 -3.0960
17 F 2.6024 -4.6904 -2.8353
18 C 0.6409 -4.6675 -4.1386
19 C -0.7084 -4.2449 -4.2642
20 F -1.6838 -4.8356 -5.0513
21 C -1.2568 -3.2504 -3.4005
22 C -0.0744 -0.2951 -1.2684
23 C -0.7667 0.7527 -0.5657
24 H 1.7919 3.5401 4.3202
25 H 1.9231 3.9024 2.6747
26 H 0.3047 4.2449 3.3635
27 H -0.4140 2.2427 2.7816
28 H 0.3617 0.2667 3.9608
29 H 1.7489 1.1650 4.5708
30 H 0.2365 1.6182 5.0951
31 H 2.5957 1.8550 2.0694
32 H 0.3950 0.0031 1.5991
33 H 1.9357 1.8025 -0.3196
34 H 1.2352 3.2314 0.4082
35 H -1.4086 3.6308 0.9083
36 H -3.5872 2.3381 0.1890
37 H -2.9002 -2.2730 -1.6011
38 H 1.6582 -2.6429 -1.7636
39 H 0.8849 -5.5049 -4.7438
40 H -2.2856 -3.0667 -3.4230
41 H 0.9806 -0.3241 -1.4166

Here is a gas-phase ion, C2H2NO3P (charge -2) from the Open Molecules 2025 dataset. Energies are from ωB97M-V/def2-TZVPD.

Summary:
gap between HOMO and LUMO = 6.60 eV
SMILES string = N#C[C@@H]([O-])[P@H](=O)[O-]
E_LUMO = 7.54 eV
net charge = -2
ΔE to the lowest compared entry with this formula, charge and spin = 1.215 eV

Atoms and positions in Å:
1 N -2.1486 0.5632 1.2813
2 C -1.3389 0.8211 0.4779
3 C -0.4019 0.9918 -0.5781
4 O -0.5072 2.1337 -1.2211
5 P 1.1156 0.3528 0.3830
6 O 1.6803 1.3444 1.3432
7 O 2.1978 -0.1036 -0.5446
8 H -0.3777 0.0733 -1.2506
9 H 0.5767 -0.7305 1.2195

Here is 2 unconnected molecules or ions with the total composition C6H13NO from the Open Molecules 2025 dataset. Energies are from ωB97M-V/def2-TZVPD.

Summary:
gap between HOMO and LUMO (alpha / beta) = 3.09 / 7.81 eV
spin multiplicity = 2
E_LUMO (alpha / beta) = 3.75 / 3.72 eV
net charge = -1
ΔE to the lowest compared entry with this formula, charge and spin = 1.690 eV

Atoms and positions in Å:
1 C -0.4310 1.0992 3.6073
2 C -0.7073 0.4365 2.4716
3 O 0.2138 -0.4012 1.8566
4 C -2.0523 0.3834 1.7441
5 H -1.2167 1.6370 4.1462
6 H 0.6003 1.2104 4.0274
7 H 0.0346 -0.5767 0.9069
8 H -2.6291 1.2722 2.0257
9 H -1.8528 0.3621 0.6692
10 H -2.5866 -0.5113 2.0657
11 C 0.4236 -0.8862 -3.4311
12 C 0.4631 0.0790 -2.2398
13 C 2.0339 -0.5325 -0.5868
14 N 0.7979 -0.6573 -0.9742
15 H -0.2205 -0.5074 -4.2372
16 H 1.4221 -1.1959 -3.7693
17 H -0.1228 -1.7767 -3.0859
18 H -0.5197 0.4903 -2.0381
19 H 1.2314 0.8560 -2.4194
20 H 2.7215 0.0911 -1.1489
21 H 2.3965 -0.8721 0.4100

Number 1: strongest force on any atom 15.6 eV/A. Number 2: strongest force on any atom 10.0 eV/A. Number 3: strongest force on any atom 5.3 eV/A. Number 4: strongest force on any atom 4.8 eV/A. Number 5: strongest force on any atom 1.2 eV/A. Number 6: strongest force on any atom 4.1 eV/A. Number 7: strongest force on any atom 4.0 eV/A. Number 8: strongest force on any atom 3.4 eV/A.